C27H26IrN2O4S5 | wB97M-V/def2-TZVPD

Results
* molar mass: 795.1 g mol⁻¹
* HOMO level: -10.78 eV
* net charge: +1
* orbital gap: 7.426 eV

Positions of all 65 atoms, in Å:
Ir (-0.943, -0.948, -0.308)
C (6.207, -1.744, -2.109)
C (4.854, -2.099, -1.563)
C (4.697, -3.144, -0.658)
C (3.451, -3.463, -0.142)
C (2.352, -2.726, -0.552)
C (2.477, -1.683, -1.463)
C (3.727, -1.374, -1.958)
S (0.794, -3.100, 0.137)
O (-0.259, -3.000, -0.921)
O (0.847, -4.305, 0.898)
N (0.448, -1.781, 1.054)
C (-0.611, -2.091, 1.953)
C (-0.630, -2.693, 3.189)
C (-1.859, -2.766, 3.828)
C (-3.006, -2.255, 3.230)
C (-2.924, -1.689, 1.972)
N (-1.736, -1.649, 1.372)
H (6.960, -2.470, -1.810)
H (6.518, -0.763, -1.746)
H (6.187, -1.698, -3.198)
H (5.561, -3.719, -0.350)
H (3.326, -4.275, 0.561)
H (1.612, -1.111, -1.778)
H (3.836, -0.559, -2.663)
H (0.282, -3.071, 3.627)
H (-1.925, -3.220, 4.807)
H (-3.962, -2.298, 3.732)
H (-3.765, -1.279, 1.437)
C (-3.916, -0.521, -3.808)
S (-2.609, -1.383, -2.958)
C (-1.215, -0.768, -3.896)
O (-2.566, -0.613, -1.629)
H (-3.687, 0.543, -3.816)
H (-4.832, -0.712, -3.254)
H (-4.001, -0.925, -4.816)
H (-1.217, -1.247, -4.875)
H (-0.316, -1.076, -3.360)
H (-1.265, 0.317, -3.975)
O (-0.877, 0.944, -0.544)
C (-0.710, 2.029, 0.372)
C (0.039, 1.571, 1.603)
C (-0.434, 1.404, 2.872)
C (0.546, 0.882, 3.760)
C (1.743, 0.674, 3.144)
S (1.698, 1.121, 1.498)
C (-2.085, 2.565, 0.728)
C (-2.425, 3.852, 1.008)
C (-3.794, 3.998, 1.371)
C (-4.464, 2.817, 1.351)
S (-3.444, 1.525, 0.881)
C (0.051, 3.100, -0.375)
C (0.936, 4.015, 0.105)
C (1.373, 4.933, -0.892)
C (0.805, 4.691, -2.102)
S (-0.265, 3.356, -2.047)
H (-1.446, 1.653, 3.160)
H (0.374, 0.690, 4.809)
H (2.658, 0.307, 3.580)
H (-1.718, 4.668, 0.955)
H (-4.256, 4.941, 1.621)
H (-5.506, 2.639, 1.558)
H (1.259, 4.039, 1.136)
H (2.079, 5.730, -0.713)
H (0.968, 5.217, -3.028)

C27H26MnN5O2Si | wB97M-V/def2-TZVPD

Results
* molar mass: 535.6 g mol⁻¹
* 2S+1: 6
* HOMO level (alpha / beta): -4.11 / -4.35 eV
* net charge: -1
* orbital gap (alpha / beta): 6.698 / 6.941 eV
* relative energy (zero: lowest compared OMol25 entry of this formula, charge and spin): 0.0 kJ/mol

Positions of all 62 atoms, in Å:
Mn (-0.185, -0.482, 0.447)
O (3.646, 0.010, 2.260)
C (2.629, -0.218, 1.591)
N (1.405, 0.275, 1.665)
C (1.034, 1.344, 2.493)
C (1.718, 1.761, 3.629)
C (1.236, 2.824, 4.389)
C (0.074, 3.477, 4.018)
C (-0.623, 3.080, 2.879)
C (-0.161, 2.018, 2.107)
N (-0.792, 1.504, 0.968)
C (-1.702, 2.157, 0.260)
O (-2.237, 3.258, 0.444)
C (-2.127, 1.380, -0.986)
C (-3.187, 1.854, -1.745)
C (-3.577, 1.152, -2.871)
C (-2.897, -0.007, -3.210)
C (-1.851, -0.414, -2.400)
N (-1.466, 0.265, -1.320)
C (2.786, -1.190, 0.416)
C (4.022, -1.785, 0.200)
C (4.198, -2.598, -0.905)
C (3.131, -2.790, -1.773)
C (1.930, -2.173, -1.480)
N (1.752, -1.397, -0.410)
H (2.628, 1.250, 3.903)
H (1.777, 3.136, 5.275)
H (-0.300, 4.304, 4.611)
H (-1.523, 3.589, 2.571)
H (-3.670, 2.763, -1.416)
H (-4.404, 1.501, -3.478)
H (-3.172, -0.601, -4.071)
H (-1.313, -1.330, -2.615)
H (4.808, -1.572, 0.910)
H (5.153, -3.074, -1.093)
H (3.221, -3.410, -2.655)
H (1.064, -2.316, -2.117)
C (-1.460, -1.103, 3.798)
Si (-2.584, -1.601, 2.388)
C (-3.854, -0.219, 2.203)
C (-3.520, -3.159, 2.893)
N (-1.611, -1.914, 1.005)
C (-2.032, -2.683, -0.055)
C (-1.108, -3.501, -0.740)
C (-1.457, -4.227, -1.866)
C (-2.757, -4.197, -2.360)
C (-3.698, -3.430, -1.681)
C (-3.352, -2.693, -0.561)
H (-2.026, -0.980, 4.726)
H (-0.956, -0.156, 3.596)
H (-0.690, -1.861, 3.964)
H (-4.420, -0.108, 3.133)
H (-4.574, -0.414, 1.402)
H (-3.371, 0.738, 1.995)
H (-4.137, -2.975, 3.777)
H (-2.824, -3.968, 3.125)
H (-4.177, -3.508, 2.092)
H (-0.103, -3.561, -0.336)
H (-0.707, -4.839, -2.358)
H (-3.032, -4.766, -3.239)
H (-4.721, -3.392, -2.041)
H (-4.097, -2.069, -0.082)

C27H26N2O5 | wB97M-V/def2-TZVPD

Results
* molar mass: 458.5 g mol⁻¹
* HOMO level: -8.33 eV
* orbital gap: 8.361 eV
* relative energy (zero: lowest compared OMol25 entry of this formula, charge and spin): 341.8 kJ/mol

Positions of all 60 atoms, in Å:
C (1.022, -8.829, -8.285)
H (2.114, -8.747, -8.275)
O (0.502, -8.950, -6.982)
C (0.706, -7.941, -6.100)
C (1.405, -6.767, -6.371)
C (1.550, -5.803, -5.393)
C (1.008, -5.972, -4.118)
C (0.308, -7.158, -3.860)
C (0.158, -8.123, -4.826)
H (-0.381, -9.036, -4.627)
H (-0.122, -7.315, -2.881)
C (1.132, -4.989, -3.065)
C (1.758, -3.804, -3.137)
C (1.830, -2.851, -2.028)
O (2.344, -1.762, -2.107)
O (1.271, -3.342, -0.894)
C (1.186, -2.559, 0.245)
C (0.769, -1.238, 0.211)
C (0.652, -0.520, 1.401)
C (0.950, -1.143, 2.613)
C (1.356, -2.463, 2.635)
C (1.477, -3.178, 1.455)
H (1.794, -4.209, 1.454)
H (1.584, -2.944, 3.574)
H (0.855, -0.573, 3.523)
C (0.209, 0.862, 1.347)
N (0.089, 1.527, 2.429)
N (-0.326, 2.812, 2.463)
C (-0.742, 3.643, 1.474)
O (-0.813, 3.372, 0.295)
C (-1.139, 5.025, 1.992)
O (-1.029, 5.098, 3.398)
C (-1.446, 6.322, 3.923)
C (-0.511, 7.342, 4.102)
C (-0.939, 8.544, 4.647)
C (-2.261, 8.728, 5.007)
C (-3.172, 7.703, 4.836)
C (-2.781, 6.487, 4.294)
C (-3.774, 5.378, 4.111)
H (-4.491, 5.374, 4.928)
H (-3.272, 4.414, 4.074)
H (-4.327, 5.514, 3.181)
H (-4.203, 7.841, 5.127)
H (-2.580, 9.669, 5.429)
H (-0.223, 9.341, 4.790)
C (0.924, 7.148, 3.711)
H (1.178, 6.092, 3.694)
H (1.106, 7.564, 2.719)
H (1.580, 7.660, 4.412)
H (-0.488, 5.764, 1.504)
H (-2.168, 5.222, 1.661)
H (-0.344, 3.192, 3.404)
H (-0.005, 1.266, 0.361)
H (0.541, -0.764, -0.731)
H (2.249, -3.456, -4.033)
H (0.660, -5.256, -2.128)
H (2.096, -4.904, -5.630)
H (1.840, -6.595, -7.343)
H (0.596, -7.969, -8.809)
H (0.735, -9.744, -8.802)

C27H26N2O6 | wB97M-V/def2-TZVPD

Results
* molar mass: 474.5 g mol⁻¹
* HOMO level: -7.89 eV
* orbital gap: 8.308 eV
* relative energy (zero: lowest compared OMol25 entry of this formula, charge and spin): 97.3 kJ/mol

Positions of all 61 atoms, in Å:
C (-7.109, -0.148, -1.530)
H (-6.781, -1.005, -2.126)
O (-6.148, 0.884, -1.540)
C (-4.943, 0.657, -0.971)
C (-4.547, -0.555, -0.416)
C (-3.294, -0.683, 0.162)
C (-2.388, 0.385, 0.183)
C (-2.804, 1.592, -0.400)
C (-4.047, 1.733, -0.960)
H (-4.362, 2.666, -1.397)
H (-2.111, 2.417, -0.384)
C (-1.069, 0.314, 0.768)
N (-0.265, 1.315, 0.706)
N (0.899, 1.024, 1.310)
C (1.936, 1.891, 1.482)
O (2.902, 1.568, 2.150)
C (1.809, 3.224, 0.835)
C (1.243, 3.404, -0.423)
C (1.197, 4.668, -0.984)
C (1.712, 5.757, -0.300)
C (2.291, 5.579, 0.947)
C (2.347, 4.317, 1.507)
H (2.806, 4.158, 2.471)
H (2.702, 6.424, 1.478)
H (1.669, 6.742, -0.741)
H (0.759, 4.804, -1.962)
H (0.844, 2.561, -0.965)
C (0.942, -0.353, 1.835)
C (2.030, -1.142, 1.155)
C (2.835, -2.018, 1.860)
C (3.808, -2.736, 1.194)
C (4.017, -2.602, -0.176)
C (3.197, -1.713, -0.897)
C (2.217, -1.007, -0.215)
H (1.578, -0.328, -0.758)
O (3.392, -1.588, -2.252)
C (2.693, -0.583, -2.942)
H (3.081, -0.608, -3.960)
H (1.616, -0.779, -2.966)
H (2.876, 0.406, -2.509)
O (5.010, -3.395, -0.668)
C (5.534, -3.193, -1.961)
H (4.808, -3.440, -2.738)
H (5.878, -2.166, -2.100)
H (6.385, -3.871, -2.030)
H (4.450, -3.420, 1.725)
H (2.714, -2.132, 2.926)
H (1.138, -0.313, 2.910)
C (-0.470, -0.866, 1.503)
H (-0.436, -1.752, 0.869)
H (-1.050, -1.100, 2.396)
O (-2.894, -1.909, 0.682)
C (-3.710, -2.639, 1.466)
O (-4.814, -2.310, 1.801)
C (-3.015, -3.908, 1.881)
H (-2.466, -4.327, 1.042)
H (-3.746, -4.618, 2.255)
H (-2.305, -3.679, 2.674)
H (-5.204, -1.408, -0.415)
H (-8.003, 0.281, -1.978)
H (-7.333, -0.475, -0.511)

C27H26N3O5PS4Sc | wB97M-V/def2-TZVPD

Results
* molar mass: 676.7 g mol⁻¹
* HOMO level: -3.67 eV
* net charge: -1
* orbital gap: 5.725 eV
* relative energy (zero: lowest compared OMol25 entry of this formula, charge and spin): 62.1 kJ/mol

Positions of all 67 atoms, in Å:
Sc (-0.298, -0.470, 0.342)
O (2.093, -0.127, 0.420)
S (2.274, -1.251, -0.584)
O (0.884, -1.411, -1.216)
O (0.236, -1.915, 1.572)
C (3.198, -0.455, -1.915)
C (4.280, -1.182, -2.387)
C (5.064, -0.683, -3.419)
C (4.750, 0.542, -3.982)
C (3.662, 1.263, -3.506)
C (2.877, 0.788, -2.460)
P (1.391, 1.721, -1.899)
C (0.556, 1.950, -3.504)
C (-0.026, 0.795, -4.033)
C (-0.758, 0.851, -5.206)
C (-0.934, 2.063, -5.862)
C (-0.361, 3.214, -5.342)
C (0.384, 3.157, -4.171)
C (2.054, 3.369, -1.484)
C (3.371, 3.597, -1.091)
C (3.757, 4.832, -0.583)
C (2.835, 5.861, -0.472)
C (1.518, 5.645, -0.864)
C (1.128, 4.409, -1.350)
H (4.502, -2.146, -1.944)
H (5.905, -1.256, -3.789)
H (5.342, 0.938, -4.798)
H (3.407, 2.213, -3.963)
H (0.075, -0.147, -3.503)
H (-1.222, -0.049, -5.588)
H (-1.532, 2.111, -6.763)
H (-0.499, 4.165, -5.841)
H (0.820, 4.068, -3.778)
H (4.103, 2.804, -1.166)
H (4.785, 4.984, -0.278)
H (3.137, 6.825, -0.081)
H (0.784, 6.435, -0.775)
H (0.085, 4.248, -1.606)
C (-2.016, -3.643, 4.200)
C (-1.864, -2.919, 2.880)
S (-0.428, -3.348, 1.968)
C (-2.742, -1.991, 2.455)
C (-3.890, -1.564, 3.339)
S (-2.697, -1.131, 0.926)
H (-1.275, -4.437, 4.283)
H (-3.003, -4.098, 4.314)
H (-1.864, -2.977, 5.057)
H (-4.195, -2.334, 4.046)
H (-4.750, -1.286, 2.730)
H (-3.611, -0.675, 3.914)
C (2.073, 1.959, 2.719)
S (0.608, 2.397, 1.803)
C (-0.229, 3.380, 3.034)
O (-0.224, 1.129, 1.790)
H (1.776, 1.467, 3.644)
H (2.644, 2.868, 2.914)
H (2.634, 1.271, 2.090)
H (0.390, 4.240, 3.290)
H (-0.420, 2.752, 3.903)
H (-1.167, 3.715, 2.597)
O (-1.444, 0.739, -0.986)
N (-2.348, 0.565, -1.880)
C (-3.062, 1.638, -2.140)
C (-4.060, 1.563, -3.152)
N (-4.870, 1.527, -3.969)
C (-2.769, 2.883, -1.495)
N (-2.508, 3.874, -0.970)

C27H26N5ORuSb | wB97M-V/def2-TZVPD

Results
* molar mass: 659.4 g mol⁻¹
* 2S+1: 2
* HOMO level (alpha / beta): -10.11 / -9.80 eV
* net charge: +1
* orbital gap (alpha / beta): 7.255 / 6.905 eV
* relative energy (zero: lowest compared OMol25 entry of this formula, charge and spin): 16.2 kJ/mol

Positions of all 61 atoms, in Å:
Ru (0.032, -0.023, -1.091)
C (2.661, -3.527, -0.958)
C (1.996, -3.333, 0.367)
C (2.682, -3.452, 1.576)
C (1.998, -3.288, 2.766)
C (0.646, -2.969, 2.735)
C (0.041, -2.808, 1.493)
N (0.687, -3.014, 0.342)
Sb (-2.022, -2.232, 1.300)
C (-2.092, -2.320, -0.829)
C (-2.991, -3.266, -1.294)
C (-3.177, -3.431, -2.655)
C (-2.482, -2.604, -3.504)
C (-1.607, -1.647, -2.998)
C (-0.901, -0.744, -3.962)
N (-1.396, -1.512, -1.669)
C (-1.998, -0.058, 1.389)
C (-2.537, 0.516, 2.529)
C (-2.817, 1.877, 2.544)
C (-2.655, 2.595, 1.382)
C (-2.145, 1.968, 0.249)
C (-2.130, 2.683, -1.068)
N (-1.737, 0.685, 0.281)
H (3.716, -3.783, -0.855)
H (2.563, -2.608, -1.531)
H (2.156, -4.320, -1.512)
H (3.735, -3.702, 1.573)
H (2.510, -3.420, 3.711)
H (0.080, -2.853, 3.650)
H (-3.541, -3.874, -0.587)
H (-3.863, -4.175, -3.038)
H (-2.611, -2.672, -4.575)
H (-1.338, -0.845, -4.953)
H (0.162, -0.975, -4.007)
H (-0.984, 0.298, -3.641)
H (-2.754, -0.099, 3.393)
H (-3.207, 2.352, 3.435)
H (-2.943, 3.636, 1.325)
H (-2.204, 3.762, -0.938)
H (-2.990, 2.351, -1.655)
H (-1.246, 2.443, -1.630)
N (0.938, -0.019, 0.995)
C (1.375, 1.273, 1.441)
C (1.691, 1.544, 2.742)
C (2.164, 2.822, 3.112)
C (2.351, 3.789, 2.169)
C (2.036, 3.530, 0.814)
C (2.238, 4.461, -0.229)
C (1.925, 4.114, -1.510)
C (1.353, 2.850, -1.753)
N (1.123, 1.974, -0.805)
C (1.504, 2.274, 0.462)
H (1.735, -0.635, 0.840)
H (0.377, -0.447, 1.722)
H (1.595, 0.765, 3.490)
H (2.403, 3.017, 4.149)
H (2.748, 4.759, 2.440)
H (2.655, 5.434, 0.001)
H (2.088, 4.790, -2.336)
H (1.063, 2.563, -2.756)
O (1.337, -0.472, -2.076)

C27H27Cl2N2OTc | wB97M-V/def2-TZVPD

Results
* molar mass: 564.4 g mol⁻¹
* 2S+1: 2
* HOMO level (alpha / beta): -10.76 / -10.80 eV
* net charge: +1
* orbital gap (alpha / beta): 6.394 / 6.386 eV
* relative energy (zero: lowest compared OMol25 entry of this formula, charge and spin): 217.0 kJ/mol

Positions of all 60 atoms, in Å:
Tc (0.221, 0.243, 0.362)
Cl (-1.292, 0.917, -6.788)
C (-0.680, 0.598, -5.201)
C (0.385, -0.312, -5.045)
C (0.888, -0.595, -3.808)
C (0.356, 0.003, -2.636)
O (0.830, -0.368, -1.490)
C (-0.691, 0.955, -2.810)
C (-1.228, 1.730, -1.764)
N (-0.880, 1.718, -0.500)
C (-1.398, 2.710, 0.379)
C (-2.018, 3.870, -0.003)
C (-2.503, 4.781, 0.956)
C (-2.341, 4.541, 2.288)
C (-1.656, 3.381, 2.714)
C (-1.404, 3.104, 4.075)
C (-0.686, 1.997, 4.414)
C (-0.218, 1.156, 3.395)
N (-0.458, 1.350, 2.115)
C (-1.176, 2.466, 1.757)
C (-1.201, 1.219, -4.115)
H (0.800, -0.786, -5.925)
H (1.706, -1.296, -3.688)
H (-2.006, 2.429, -2.059)
H (-2.134, 4.123, -1.048)
H (-3.000, 5.681, 0.620)
H (-2.709, 5.240, 3.029)
H (-1.772, 3.785, 4.832)
H (-0.455, 1.758, 5.442)
H (0.391, 0.305, 3.643)
H (-2.003, 1.937, -4.234)
C (-0.221, -2.649, -0.323)
C (1.031, -3.020, -0.720)
C (1.951, -2.527, 0.253)
C (1.235, -1.908, 1.335)
C (-0.124, -1.938, 0.983)
C (-1.290, -1.902, 1.931)
C (1.786, -1.877, 2.731)
C (3.423, -2.644, 0.121)
C (1.436, -3.710, -1.984)
C (-1.508, -2.803, -1.054)
H (-1.596, -2.924, 2.179)
H (-2.169, -1.414, 1.498)
H (-1.046, -1.398, 2.864)
H (1.732, -2.883, 3.158)
H (1.239, -1.222, 3.396)
H (2.825, -1.557, 2.756)
H (3.957, -2.297, 1.003)
H (3.759, -2.048, -0.735)
H (3.717, -3.675, -0.090)
H (1.599, -4.778, -1.820)
H (2.371, -3.302, -2.374)
H (0.679, -3.610, -2.761)
H (-2.182, -3.487, -0.530)
H (-1.361, -3.187, -2.062)
H (-2.033, -1.845, -1.132)
Cl (2.868, 1.196, 1.987)
C (1.954, 1.341, 0.468)
H (2.608, 1.033, -0.344)
H (1.693, 2.394, 0.358)